{"formula": "C20H60N4O8", "method": "wB97M-V/def2-TZVPD", "charge": 0, "de_lowest_kcal_mol": 74.0, "orbital_gap_ev": 9.16, "homo_energy_ev": -8.7, "smiles": "COC[C@H](C)N.COC[C@H](C)N.COC[C@H](C)N.COC[C@H](C)N.CO.CO.CO.CO", "symbols": ["C", "O", "H", "H", "H", "H", "C", "O", "H", "H", "H", "H", "C", "O", "H", "H", "H", "H", "C", "O", "H", "H", "H", "H", "C", "C", "C", "O", "C", "N", "H", "H", "H", "H", "H", "H", "H", "H", "H", "H", "H", "C", "C", "C", "O", "C", "N", "H", "H", "H", "H", "H", "H", "H", "H", "H", "H", "H", "C", "C", "C", "O", "C", "N", "H", "H", "H", "H", "H", "H", "H", "H", "H", "H", "H", "C", "C", "C", "O", "C", "N", "H", "H", "H", "H", "H", "H", "H", "H", "H", "H", "H"], "coordinates": [[-5.09754, -16.06385, 24.86238], [-4.21345, -15.30845, 25.65955], [-5.97794, -15.52422, 24.50727], [-4.55956, -16.44669, 23.99828], [-5.49619, -16.94602, 25.37537], [-4.73082, -14.81850, 26.30572], [1.49379, -14.08200, 22.23764], [2.29290, -15.17849, 22.72808], [2.05500, -13.22602, 21.85168], [0.85631, -14.47916, 21.44428], [0.84499, -13.64068, 22.99907], [2.19184, -15.82789, 22.03204], [-1.09586, -14.01507, 25.85782], [-0.09426, -12.99680, 25.75818], [-1.78407, -13.98756, 25.00683], [-0.72504, -15.02623, 25.63477], [-1.64579, -14.01250, 26.79773], [0.61305, -13.45288, 26.23579], [3.55088, -14.89359, 25.81173], [4.24940, -15.12571, 24.59030], [3.92947, -15.45579, 26.65737], [3.34909, -13.83670, 26.01760], [2.54881, -15.27101, 25.53675], [3.63803, -14.85455, 23.87722], [-0.79636, -9.26097, 28.64016], [0.54821, -8.98845, 27.93880], [1.50001, -7.91555, 28.46494], [2.36208, -7.61106, 27.39625], [3.20125, -6.50168, 27.67532], [1.27227, -10.25986, 27.71846], [-1.34560, -8.32777, 28.49216], [-0.63305, -9.45658, 29.70196], [-1.38120, -10.09547, 28.26212], [0.27886, -8.61992, 26.93876], [1.92741, -8.27191, 29.40566], [0.86876, -7.02844, 28.61237], [3.59944, -6.51487, 28.69610], [2.54098, -5.62193, 27.63018], [4.02000, -6.44724, 26.96529], [0.71004, -10.77909, 27.06211], [2.24971, -10.13546, 27.51986], [-3.54569, -17.84614, 27.67796], [-3.05801, -17.44472, 29.05531], [-2.39163, -16.06163, 29.01970], [-2.32703, -15.55328, 30.34058], [-1.37182, -14.54430, 30.52393], [-4.15875, -17.51123, 29.99696], [-4.41211, -17.23133, 27.41352], [-3.94894, -18.86104, 27.68944], [-2.80762, -17.76098, 26.88238], [-2.27049, -18.17299, 29.28032], [-2.99224, -15.40103, 28.37998], [-1.37331, -16.12275, 28.62267], [-0.39208, -14.80772, 30.10844], [-1.29410, -14.35452, 31.59377], [-1.68941, -13.60594, 30.04489], [-5.02703, -17.21901, 29.55244], [-4.07641, -16.82202, 30.73792], [-6.20904, -11.82043, 19.47208], [-5.93907, -12.10723, 20.94815], [-4.48545, -11.81229, 21.29220], [-4.20331, -12.11287, 22.63564], [-2.91507, -11.69782, 23.02452], [-6.93176, -11.38093, 21.72753], [-6.35066, -10.76267, 19.26501], [-7.14316, -12.32266, 19.20276], [-5.51010, -12.35221, 18.82230], [-6.10294, -13.17295, 21.13048], [-4.25939, -10.76336, 21.04334], [-3.84981, -12.39878, 20.61263], [-2.78730, -12.15598, 24.00836], [-2.83122, -10.62764, 23.24622], [-2.08735, -11.99705, 22.37859], [-6.95257, -11.57306, 22.72239], [-6.71371, -10.38606, 21.69497], [2.95774, -11.38359, 24.60008], [3.31087, -10.06876, 23.92293], [4.76389, -9.64841, 24.07731], [4.91755, -8.42371, 23.39580], [6.27555, -8.05589, 23.39888], [2.95559, -10.22237, 22.50416], [3.42067, -12.18559, 24.02188], [1.89538, -11.63596, 24.56649], [3.22756, -11.40579, 25.66136], [2.79218, -9.21134, 24.37418], [5.40667, -10.45905, 23.69437], [5.07938, -9.60544, 25.12592], [6.69798, -8.01364, 24.40803], [6.43384, -7.05554, 22.99480], [6.88815, -8.72945, 22.79357], [3.66909, -9.85375, 21.89054], [2.06689, -9.79880, 22.28597]], "atomic_forces_ev_per_a": [[-0.5, -0.7, -0.2], [0.0, 0.2, 0.0], [0.2, 0.4, 0.0], [0.2, 0.2, 0.0], [0.2, 0.0, 0.3], [0.0, 0.0, 0.0], [-0.5, 0.3, -0.2], [-0.7, 0.9, -0.4], [0.5, -0.4, -0.1], [-0.1, 0.3, 0.0], [0.1, -0.5, 0.3], [0.5, -0.4, 0.2], [-0.7, -0.7, -1.4], [-0.1, -1.2, 0.5], [-0.3, 0.9, 0.3], [0.6, 0.1, 0.7], [0.0, 0.1, 0.0], [0.4, 0.8, -0.2], [-1.9, -0.3, -1.8], [0.7, 0.6, 0.5], [0.4, 0.1, -0.1], [0.7, 0.1, 0.3], [-0.2, -0.2, 1.0], [0.4, -0.5, 0.3], [1.0, 1.2, 0.6], [0.1, -1.3, -1.6], [-2.1, -0.1, -0.5], [1.3, -0.6, 0.4], [-1.0, 0.3, 0.5], [-0.9, 0.5, 1.4], [-0.4, -0.2, 0.4], [-0.1, 0.1, 0.1], [0.3, 0.0, -0.5], [-0.1, 0.3, 0.0], [0.6, 0.3, -0.1], [0.1, 0.1, 0.6], [0.1, -0.3, -0.1], [0.5, 0.2, -0.2], [-0.1, -0.1, -0.2], [0.7, -0.4, -0.3], [-0.1, -0.1, -0.7], [-0.9, 0.0, -0.1], [0.6, 0.1, -0.5], [-0.2, -0.1, 0.2], [0.1, -0.4, 0.0], [-0.1, 0.6, -0.1], [-0.7, 0.2, 0.2], [0.2, 0.2, -0.1], [0.3, -0.1, 0.1], [0.1, 0.1, 0.1], [-0.2, 0.0, 0.7], [0.1, 0.2, 0.0], [0.0, -0.1, -0.2], [0.0, -0.1, 0.1], [0.1, -0.1, 0.0], [0.0, -0.1, 0.0], [0.1, -0.3, -0.3], [0.6, -0.2, 0.1], [-0.6, -1.2, 0.0], [0.0, -0.1, 0.2], [0.0, 0.2, -0.6], [0.1, 0.2, -0.5], [0.0, -0.1, 1.5], [-0.1, 0.8, 0.3], [0.4, 0.1, -0.1], [-0.2, 0.3, 0.2], [0.5, 0.6, 0.0], [0.0, 0.0, 0.0], [-0.1, 0.1, 0.3], [0.1, -0.1, 0.1], [0.3, -0.1, -0.1], [-0.3, 0.2, -0.5], [-0.2, -0.2, -0.3], [0.3, -0.5, -0.1], [-0.1, 0.0, -0.2], [0.0, -0.1, 0.3], [-0.4, 0.4, 0.1], [-0.2, -1.2, -0.2], [0.7, -0.1, 0.3], [0.6, 0.5, -0.1], [0.2, -0.2, 0.0], [0.4, -0.1, 0.3], [-0.1, 0.5, -0.1], [0.3, -0.1, -0.1], [-0.4, -0.3, 0.0], [0.1, 0.3, -0.6], [-0.4, 0.5, 0.2], [-0.1, -0.2, 0.1], [-0.5, 0.0, -0.2], [0.0, -0.2, 0.0], [-0.1, 0.3, 0.0], [0.1, 0.1, 0.0]]}